A molecular structure, C24H49FO8Si2 in a non-equilibrium geometry. Source: the Open Molecules 2025 dataset; level of theory: ωB97M-V with the def2-TZVPD basis set.

Cartesian coordinates (Å):
C (-5.46975, 1.40768, -1.86525)
C (-5.30819, 2.35151, -0.67873)
C (-3.82336, 2.48681, -0.27030)
Si (-3.29163, 1.42947, 1.18136)
C (-1.94987, 2.41293, 2.11698)
C (-0.89068, 1.47033, 2.52413)
O (-0.90086, 0.74912, 3.45140)
F (0.14502, 1.46291, 1.68144)
O (-2.51654, 0.02945, 0.71122)
Si (-3.37032, -1.38235, 0.61548)
O (-2.43908, -2.40396, -0.34943)
C (-2.34118, -1.99128, -1.64805)
O (-3.29103, -1.93664, -2.36549)
C (-0.98082, -1.61814, -2.10659)
C (-0.12889, -2.53984, -2.70400)
C (1.13654, -2.16040, -3.13737)
C (1.56646, -0.84432, -2.96961)
C (0.72406, 0.07634, -2.35467)
C (-0.54251, -0.30633, -1.92857)
H (-6.50133, 1.32615, -2.18766)
H (-5.15061, 0.40445, -1.58933)
H (-4.84810, 1.73809, -2.68764)
H (-5.94761, 2.07284, 0.15358)
H (-5.63918, 3.33351, -1.01003)
H (-3.19431, 2.31740, -1.14032)
H (-3.65301, 3.51118, 0.06219)
H (-4.43203, 1.10763, 2.06554)
H (-2.33944, 2.93002, 2.98222)
H (-1.52769, 3.09587, 1.38518)
H (-4.69059, -1.20425, -0.00004)
H (-3.55521, -2.04835, 1.90744)
H (-0.44274, -3.56558, -2.83202)
H (1.79245, -2.88275, -3.59040)
H (2.54200, -0.53702, -3.30806)
H (1.05873, 1.08900, -2.21550)
H (-1.17264, 0.41851, -1.43915)
C (1.05381, 5.05686, -0.27817)
C (1.90724, 3.82333, -0.53615)
C (3.37638, 4.07923, -0.24402)
O (1.73912, 3.38566, -1.88763)
H (1.36638, 5.87912, -0.92733)
H (0.00352, 4.85121, -0.49445)
H (1.13896, 5.38658, 0.75839)
H (1.55264, 2.99963, 0.08634)
H (3.76424, 4.87068, -0.89241)
H (3.96877, 3.18834, -0.43153)
H (3.52711, 4.37997, 0.79378)
H (2.04127, 4.09009, -2.47038)
C (1.04199, -2.21755, 0.60349)
C (2.54966, -2.05574, 0.49652)
C (3.09982, -1.21580, 1.63964)
O (2.89378, -1.47332, -0.76100)
H (0.55900, -1.23668, 0.55428)
H (0.65469, -2.80968, -0.22539)
H (0.75321, -2.69586, 1.54096)
H (3.02674, -3.03702, 0.50407)
H (2.66337, -0.21339, 1.61777)
H (4.18150, -1.10708, 1.54870)
H (2.87424, -1.66623, 2.60726)
H (2.47116, -0.60808, -0.80815)
C (-4.90621, -5.85404, 0.34458)
C (-4.98922, -5.04460, 1.62931)
C (-5.70542, -5.80920, 2.73199)
O (-5.64303, -3.79878, 1.38468)
H (-5.90914, -6.08166, -0.02724)
H (-4.38923, -5.28735, -0.43042)
H (-4.37628, -6.79439, 0.50221)
H (-3.98226, -4.78689, 1.96059)
H (-6.73248, -6.03588, 2.43269)
H (-5.75305, -5.21225, 3.64309)
H (-5.19798, -6.74815, 2.95673)
H (-6.53968, -3.98520, 1.08737)
C (8.57086, 2.41836, -0.65490)
C (7.49000, 2.26649, 0.40462)
C (7.68233, 0.99868, 1.22277)
O (6.19723, 2.27234, -0.20214)
H (8.53784, 1.57908, -1.35489)
H (8.41733, 3.33176, -1.23006)
H (9.56433, 2.45207, -0.20586)
H (7.50657, 3.13266, 1.06706)
H (7.62243, 0.11717, 0.57880)
H (6.90000, 0.90746, 1.97648)
H (8.65133, 0.99322, 1.72367)
H (6.14906, 1.51482, -0.79573)

Computed properties:
- Strongest force on any atom: 1.1 eV Å⁻¹
- HOMO-LUMO gap: 9.58 eV
- 2S+1: 1
- HOMO: -8.920 eV

Mulliken population analysis, charges in e, atoms 1 to 6: -1.08 -0.50 -0.64 0.02 -0.21 0.26